No. 1
C20H31F5N2O6PdSi3 | the ωB97M-V functional and the def2-TZVPD basis

```
68
Properties=species:S:1:pos:R:3:forces:R:3
Pd 0.277 0.402 0.414 1.850 0.462 0.657
C -0.438 -3.080 0.473 0.023 -0.156 -0.056
O 0.302 -1.993 -0.006 -0.459 -0.696 0.292
Si 1.482 -1.967 -1.162 0.850 0.961 -0.977
C 0.853 -2.975 -2.681 0.034 0.308 0.658
C 2.972 -3.031 -0.586 -0.529 0.467 -0.049
C 1.715 -0.126 -1.416 0.104 -0.615 0.004
Si 3.410 0.677 -1.369 -0.415 -0.147 -0.447
C 3.364 2.475 -0.726 -0.118 -0.575 -0.178
C 4.126 0.702 -3.167 -0.108 0.095 0.687
C 4.795 -0.220 -0.390 -0.504 0.137 -0.267
Si 0.341 0.733 -2.404 0.757 -0.191 -0.596
C 0.329 0.214 -4.266 -0.089 0.157 0.633
C 0.440 2.645 -2.506 -0.031 -0.708 0.281
C -1.343 0.206 -1.677 1.078 0.323 -0.096
H -0.871 -3.645 -0.361 -0.100 -0.102 0.097
H -1.235 -2.688 1.107 -0.007 -0.035 -0.028
H 0.202 -3.744 1.064 -0.068 -0.116 0.056
H 0.814 -4.039 -2.459 -0.010 -0.262 0.108
H 1.514 -2.842 -3.530 0.215 0.102 -0.189
H -0.141 -2.664 -2.982 -0.264 0.111 -0.095
H 2.684 -4.074 -0.481 -0.177 -0.191 -0.016
H 3.347 -2.690 0.371 0.121 0.113 0.213
H 3.782 -2.986 -1.304 0.181 0.019 -0.225
H 3.323 3.195 -1.538 -0.015 0.150 -0.229
H 4.228 2.707 -0.110 0.251 -0.016 0.105
H 2.475 2.607 -0.114 -0.121 0.065 0.053
H 3.525 1.320 -3.823 -0.239 0.200 -0.173
H 4.151 -0.297 -3.589 -0.065 -0.308 -0.037
H 5.140 1.088 -3.181 0.341 0.177 0.000
H 4.482 -0.452 0.617 -0.108 -0.070 0.320
H 5.681 0.408 -0.321 0.100 0.230 -0.100
H 5.084 -1.148 -0.874 0.050 -0.188 -0.111
H 1.270 0.467 -4.740 0.330 0.103 -0.094
H -0.462 0.725 -4.807 -0.249 0.198 -0.107
H 0.176 -0.849 -4.389 -0.031 -0.363 -0.001
H 1.346 2.973 -3.001 0.294 0.012 -0.206
H 0.417 3.078 -1.513 0.036 0.025 0.174
H -0.407 3.040 -3.060 -0.240 -0.036 -0.214
H -1.576 -0.837 -1.883 0.112 -0.100 0.180
H -2.180 0.810 -2.015 0.009 0.213 0.164
H -1.315 0.318 -0.571 -1.169 -0.104 -0.225
O -1.249 4.229 1.458 -1.391 1.101 0.795
C -0.573 3.325 1.102 0.955 0.030 -0.544
N 0.215 2.559 0.670 0.125 -0.545 0.157
O -3.625 0.103 0.511 -0.705 0.039 0.005
C -2.999 0.059 1.576 1.006 -0.161 -0.551
O -1.748 -0.018 1.716 -0.698 -0.169 0.493
C -3.800 0.051 2.876 -0.205 0.067 0.234
C -3.157 0.037 4.113 0.014 -0.002 -0.204
C -3.880 -0.003 5.283 -0.557 0.004 0.494
C -5.281 -0.032 5.240 1.206 0.113 -1.979
C -5.934 0.000 4.000 -0.193 0.004 0.633
C -5.196 0.045 2.841 0.170 -0.010 -0.194
N -6.025 -0.095 6.419 -1.752 -0.230 2.819
O -5.427 -0.138 7.519 -0.861 0.093 -1.623
O -7.277 -0.119 6.349 1.808 0.061 0.104
H -2.079 0.063 4.136 0.085 -0.009 -0.098
H -3.401 -0.004 6.252 0.085 -0.024 -0.033
H -7.014 -0.006 3.987 0.006 -0.017 -0.047
H -5.685 0.077 1.876 0.099 -0.012 -0.023
F 2.444 -0.914 1.810 -0.395 0.157 -0.005
C 1.674 0.241 1.871 0.214 0.129 -1.290
F 2.612 1.237 2.008 -0.654 -0.203 -0.103
C 0.899 0.138 3.164 -0.481 -0.077 1.314
F 1.680 0.118 4.288 0.299 0.062 -0.346
F 0.059 1.154 3.337 0.161 0.027 0.077
F 0.217 -1.013 3.206 0.037 -0.074 -0.051
```
Forces are in eV/Å.

Output
HOMO level (alpha / beta) in eV: -1.22 / -1.22
LUMO (alpha / beta) in eV: 3.3 / 3.3
Total charge: -2
Multiplicity: 1

***

No. 2
C20H31F9NOPdSi2 | the ωB97M-V functional and the def2-TZVPD basis

```
65
Properties=species:S:1:pos:R:3:forces:R:3
Pd 0.207 -0.070 0.570 -0.022 -0.114 0.290
C -1.230 -1.025 3.251 -0.019 -0.036 -0.003
N 0.065 -0.395 2.925 -0.064 -0.020 -0.083
C 0.193 0.863 3.677 0.020 0.061 0.010
C 1.171 -1.313 3.285 0.011 -0.087 0.034
C 1.996 -1.698 2.096 -0.082 -0.049 0.010
C 2.638 -2.914 1.959 -0.063 0.043 0.071
C 3.536 -3.086 0.910 -0.008 -0.032 0.029
C 3.802 -2.060 -0.015 -0.042 0.172 -0.064
C 3.143 -0.859 0.092 0.068 -0.151 -0.057
C 2.116 -0.758 1.049 0.131 -0.014 -0.186
H -1.312 -1.141 4.337 -0.005 0.012 0.017
H -1.298 -1.994 2.769 0.029 0.115 0.074
H -2.044 -0.400 2.890 0.029 -0.021 0.002
H 0.210 0.652 4.752 0.028 0.001 -0.014
H -0.652 1.509 3.463 0.033 -0.047 0.022
H 1.116 1.373 3.401 0.004 0.003 0.002
H 0.775 -2.199 3.785 0.001 -0.003 -0.047
H 1.837 -0.823 4.002 -0.027 -0.007 0.001
H 2.485 -3.705 2.682 -0.010 0.000 0.017
H 4.083 -4.016 0.832 0.002 -0.026 -0.008
H 4.522 -2.226 -0.805 0.012 0.016 -0.005
H 3.336 -0.050 -0.600 0.015 0.014 -0.038
F -4.286 -3.349 0.100 0.089 0.127 0.043
C -3.489 -2.422 0.630 -0.123 0.045 0.013
F -3.239 -2.775 1.900 -0.124 0.004 -0.117
F -4.150 -1.260 0.665 0.067 -0.170 -0.019
C -2.145 -2.239 -0.158 0.094 -0.169 -0.122
O -1.468 -1.241 0.452 -0.098 0.335 0.147
C -2.468 -1.885 -1.646 -0.031 0.036 -0.218
F -1.331 -1.772 -2.359 -0.208 0.050 0.139
F -3.236 -2.783 -2.260 0.096 0.065 0.126
F -3.083 -0.695 -1.712 0.070 -0.132 0.051
C -1.312 -3.549 -0.079 0.009 -0.122 -0.078
F -1.946 -4.603 -0.586 0.108 0.074 0.043
F -0.998 -3.817 1.199 0.057 -0.051 -0.088
F -0.145 -3.404 -0.733 -0.071 -0.027 0.088
C -0.827 3.075 1.374 -0.081 -0.111 -0.032
Si -0.608 3.202 -0.486 -0.105 0.039 -0.014
C -2.178 3.853 -1.264 0.073 -0.084 -0.067
C 0.800 4.377 -0.835 -0.054 -0.072 0.020
C -0.399 1.432 -1.131 0.238 0.284 -0.243
Si 0.715 0.903 -2.592 0.002 0.105 0.020
C -0.416 1.263 -4.047 0.049 0.028 0.067
C 2.248 1.978 -2.706 -0.053 -0.081 0.033
C 1.333 -0.880 -2.669 -0.180 -0.034 0.158
H -1.245 3.992 1.790 0.008 0.077 -0.038
H 0.129 2.898 1.870 -0.011 0.002 -0.018
H -1.520 2.264 1.625 0.036 0.060 -0.011
H -2.347 4.891 -0.978 0.007 0.047 0.039
H -3.051 3.273 -0.965 -0.023 -0.037 0.023
H -2.115 3.818 -2.353 -0.014 0.013 -0.034
H 0.544 5.335 -0.376 0.003 0.028 0.031
H 0.939 4.560 -1.899 0.001 0.004 -0.052
H 1.753 4.057 -0.414 0.044 -0.040 0.004
H -1.404 1.005 -1.197 -0.001 -0.196 0.070
H -0.497 2.339 -4.204 -0.045 0.028 0.000
H -1.418 0.859 -3.906 -0.041 -0.050 0.014
H 0.002 0.821 -4.953 0.047 -0.012 -0.037
H 2.033 2.986 -3.052 -0.034 0.054 0.001
H 2.924 1.523 -3.433 0.026 -0.001 -0.028
H 2.792 2.065 -1.764 0.016 -0.015 0.056
H 0.996 -1.545 -1.873 0.051 0.053 -0.001
H 2.420 -0.885 -2.685 0.114 0.005 0.005
H 0.996 -1.330 -3.603 -0.046 0.014 -0.046
```
Forces are in eV/Å.

Output
HOMO level (alpha / beta) in eV: -11.51 / -12.91
LUMO (alpha / beta) in eV: -3.2 / -6.7
Total charge: +1
Multiplicity: 5

***

No. 3
C20H31FeN13O2S | the ωB97M-V functional and the def2-TZVPD basis

```
68
Properties=species:S:1:pos:R:3:forces:R:3
Fe -0.556 0.306 0.067 -0.367 1.852 0.853
N 2.292 1.273 1.945 0.052 -0.104 -0.013
C 1.234 2.035 2.245 -0.007 -0.006 0.053
N 1.446 3.022 3.108 -0.087 -0.104 -0.070
C 0.378 3.761 3.404 0.018 0.160 0.091
N 0.533 4.778 4.248 -0.040 -0.025 -0.029
N -0.863 3.552 2.908 0.075 -0.082 0.034
C -0.954 2.548 2.073 -0.195 -0.027 -0.015
N 0.038 1.744 1.658 0.425 0.043 -0.183
C -2.306 2.234 1.551 0.146 0.105 0.044
C -3.429 2.877 2.043 -0.030 0.053 -0.032
C -4.668 2.525 1.538 -0.040 0.030 0.028
C -4.731 1.547 0.560 -0.005 -0.002 -0.039
C -3.556 0.954 0.130 0.009 0.093 0.018
N -2.357 1.286 0.615 -0.117 -0.623 -0.147
H 3.142 1.451 2.450 0.001 0.019 -0.007
H 2.212 0.536 1.259 -0.073 0.006 -0.042
H 1.435 4.959 4.653 0.005 0.005 0.001
H -0.259 5.344 4.496 0.002 0.005 0.004
H -3.311 3.634 2.803 0.014 -0.007 -0.001
H -5.567 3.003 1.903 0.014 -0.004 -0.010
H -5.675 1.240 0.132 0.011 -0.004 0.006
H -3.565 0.181 -0.623 -0.002 -0.018 0.017
C -2.182 -2.523 -3.260 -0.007 -0.072 0.014
N -2.023 -3.057 -1.914 -0.061 0.040 -0.065
C -1.993 -4.504 -1.717 -0.033 0.023 -0.029
C -1.736 -2.197 -0.919 0.090 -0.085 0.137
N -1.593 -0.914 -1.070 0.356 -0.409 -0.551
N -1.647 -2.772 0.336 -0.071 0.155 0.006
C -1.223 -2.156 1.493 0.073 -0.075 -0.061
N -1.339 -2.925 2.604 0.056 -0.062 -0.002
N -0.730 -0.970 1.483 0.107 -0.514 0.606
H -2.533 -3.316 -3.912 0.002 0.002 -0.013
H -1.238 -2.139 -3.657 0.004 0.001 0.013
H -2.933 -1.730 -3.275 -0.009 -0.010 -0.010
H -2.120 -4.984 -2.681 0.009 -0.016 -0.001
H -2.814 -4.848 -1.082 -0.013 0.013 -0.005
H -1.038 -4.833 -1.304 0.021 0.025 -0.005
H -1.625 -0.672 -2.049 0.016 -0.071 -0.076
H -1.896 -3.743 0.410 0.032 -0.001 -0.009
H -1.876 -3.773 2.607 -0.030 0.011 0.000
H -1.106 -2.536 3.500 -0.005 0.003 0.001
H -0.441 -0.663 2.405 -0.090 0.003 0.019
S 0.554 3.758 -2.535 0.054 0.156 -0.079
C -0.709 2.899 -3.290 -0.031 0.002 -0.065
C -1.076 1.850 -2.516 0.011 0.056 0.203
N -0.368 1.717 -1.340 0.143 0.267 -0.462
C 0.523 2.673 -1.239 -0.070 -0.131 0.010
H -1.122 3.208 -4.236 0.002 -0.015 0.026
H -1.880 1.171 -2.745 -0.029 0.003 -0.004
H 1.192 2.764 -0.399 0.013 -0.012 -0.019
O 1.063 -2.097 -0.964 0.062 0.013 0.032
C 1.849 -1.166 -0.956 0.083 0.059 0.035
O 1.701 0.011 -0.452 -0.656 -0.737 -0.131
C 3.213 -1.419 -1.625 0.172 0.124 -0.014
N 4.010 -0.122 -1.545 -0.031 -0.248 0.048
C 5.216 -0.362 -0.668 0.009 0.041 -0.004
C 4.810 -1.567 0.164 -0.032 -0.028 -0.053
C 4.056 -2.430 -0.850 0.075 0.006 -0.025
H 3.047 -1.692 -2.664 0.043 0.027 -0.028
H 3.330 0.504 -1.079 -0.091 0.155 0.028
H 4.250 0.265 -2.454 0.043 -0.050 -0.018
H 5.436 0.544 -0.111 0.003 0.002 0.009
H 6.060 -0.597 -1.314 -0.013 0.011 -0.039
H 4.156 -1.269 0.987 0.006 -0.006 -0.005
H 5.678 -2.069 0.586 -0.003 0.009 0.016
H 3.419 -3.189 -0.405 0.009 -0.003 0.014
H 4.767 -2.922 -1.515 -0.028 -0.028 -0.004
```
Forces are in eV/Å.

Output
HOMO level (alpha / beta) in eV: -13.32 / -13.30
LUMO (alpha / beta) in eV: -4.7 / -4.7
Total charge: +2
Multiplicity: 1

***

Q: Among the records above, which one has the highest multiplicity?
A: C20H31F9NOPdSi2